Entry 1:
{"formula": "C30H70N9O10Pt", "method": "ωB97M-V with the def2-TZVPD basis set", "total_charge": 1, "gap_ev": [7.08, 5.73], "multiplicity": 3, "lumo_ev": [-3.199, -4.552], "symbols": ["C", "C", "O", "H", "H", "H", "H", "H", "H", "N", "H", "H", "H", "H", "H", "H", "H", "H", "O", "C", "N", "H", "H", "H", "H", "H", "C", "H", "H", "H", "C", "H", "N", "O", "H", "N", "H", "N", "H", "H", "H", "H", "H", "H", "H", "C", "H", "O", "H", "H", "H", "N", "C", "H", "H", "H", "C", "H", "C", "N", "C", "H", "C", "N", "C", "H", "O", "H", "H", "H", "H", "C", "C", "H", "H", "H", "O", "H", "H", "H", "H", "C", "H", "C", "C", "H", "O", "C", "C", "H", "N", "O", "C", "H", "H", "C", "H", "C", "H", "C", "C", "C", "C", "H", "H", "C", "C", "Pt", "H", "C", "H", "O", "H", "H", "C", "O", "H", "H", "H", "H"], "coordinates": [[13.856381, 8.482014, 14.724475], [18.447997, 10.658299, 11.962900], [19.102585, 9.595110, 12.006927], [15.817963, 8.206010, 11.712011], [17.508436, 4.487594, 10.570226], [11.112026, 15.256487, 8.885476], [14.062564, 17.846759, 12.890972], [18.204884, 15.141697, 6.848344], [16.242932, 10.813827, 9.919324], [12.974599, 15.531470, 9.483335], [16.729903, 15.250189, 13.272409], [16.363999, 16.793830, 12.529400], [20.618793, 12.486837, 10.667785], [17.494694, 10.685456, 12.513062], [13.550938, 17.556702, 14.516306], [12.068310, 10.498423, 16.604852], [11.451521, 7.718266, 16.702221], [12.655081, 5.588611, 14.681690], [14.601883, 13.798354, 14.280683], [11.277565, 11.003841, 8.375985], [13.025398, 7.555087, 15.242684], [19.753669, 15.131815, 7.631594], [11.823361, 8.719454, 10.535647], [15.524731, 12.957247, 2.685677], [20.972286, 13.323707, 7.232444], [20.503202, 10.766931, 10.244827], [11.489397, 12.094116, 14.579579], [18.429915, 13.742135, 11.697025], [11.429428, 11.791039, 17.704491], [10.432497, 12.326377, 10.494598], [14.772665, 11.325541, 5.539535], [12.932673, 15.449496, 11.518426], [14.915032, 12.411442, 4.779696], [11.573069, 10.434233, 7.349392], [16.301692, 4.673530, 9.453799], [10.797842, 12.025137, 15.715858], [14.766919, 10.794837, 9.051794], [18.789651, 11.724430, 11.229251], [11.670717, 16.409613, 10.848098], [15.181303, 18.010454, 14.243562], [14.003192, 8.299844, 13.648626], [13.315017, 12.715002, 11.945578], [8.636765, 12.170307, 15.700469], [17.355261, 12.363629, 7.646219], [11.513856, 13.970728, 9.983600], [14.415745, 13.761532, 5.189709], [13.771108, 13.692378, 6.065929], [15.414067, 10.285503, 5.350607], [10.108593, 8.635006, 10.032621], [12.726033, 6.643021, 17.128301], [9.531313, 10.950166, 11.057108], [19.004841, 13.244677, 6.931608], [19.940742, 11.694611, 10.350419], [17.500594, 13.057639, 10.264927], [16.296729, 11.466082, 3.378223], [12.126430, 13.895152, 8.343850], [17.914474, 12.887491, 11.258832], [10.933378, 12.783727, 13.925763], [15.197259, 10.521467, 10.015210], [10.948836, 10.412323, 9.562500], [16.537917, 4.974438, 10.474459], [13.192460, 17.162153, 10.998980], [15.642932, 7.129626, 11.560402], [14.834200, 16.015492, 13.667461], [14.187691, 14.942598, 14.348753], [9.520044, 13.741975, 15.417980], [12.582346, 11.577691, 14.367168], [12.867111, 8.375698, 17.183825], [17.069015, 13.160466, 6.152990], [13.699426, 14.000722, 4.403719], [18.361046, 6.913600, 9.891669], [17.794631, 12.526037, 6.661999], [11.913784, 14.574709, 9.169121], [12.609929, 6.681659, 13.298399], [11.177219, 12.098098, 8.444709], [17.281173, 8.316581, 10.005359], [14.465639, 14.949501, 7.817334], [15.170740, 14.525863, 5.373761], [11.045435, 11.085142, 11.612129], [13.435110, 12.635192, 10.123268], [16.736139, 12.950240, 4.008493], [15.867175, 12.446188, 3.585485], [15.620783, 15.322040, 11.830970], [13.943030, 12.507448, 11.079197], [9.498181, 12.790267, 15.948900], [14.099677, 11.322130, 6.410892], [14.774000, 6.488265, 12.131584], [11.251752, 11.189875, 16.812787], [14.115868, 15.654153, 8.777477], [13.461325, 10.552366, 11.127761], [16.539012, 6.484036, 10.699359], [15.007222, 10.742875, 12.425455], [12.519402, 7.550978, 16.561704], [10.344452, 10.600560, 16.945485], [13.284929, 15.217127, 14.916070], [15.953907, 15.807876, 12.748087], [18.454906, 14.370648, 8.548876], [18.822564, 14.572125, 7.542724], [15.877140, 4.431131, 11.149947], [12.370510, 6.589709, 14.357797], [14.382257, 17.395109, 13.830081], [14.429761, 11.044091, 11.219668], [12.736803, 16.202484, 10.755051], [19.564169, 11.931398, 9.355319], [11.330966, 8.379360, 8.857823], [20.199699, 12.631754, 6.862990], [10.507384, 11.254781, 10.679492], [14.862246, 11.591356, 14.546095], [15.111474, 9.434886, 10.023608], [11.108475, 8.964470, 9.750156], [17.060591, 12.792185, 11.929568], [14.348808, 9.388247, 15.361774], [17.824722, 11.578961, 6.123272], [14.781232, 13.185852, 10.920176], [17.324479, 7.243171, 9.820929], [20.330741, 11.473915, 6.570857], [16.924013, 7.084343, 8.819686], [11.281897, 6.630584, 14.394296], [14.702022, 16.520922, 9.119995], [9.439952, 12.979141, 17.020826]], "atomic_forces_ev_per_a": [[-1.5, -1.9, -1.1], [1.2, -3.1, 0.2], [-1.0, 1.8, -0.1], [0.1, -0.1, -0.2], [0.5, 0.8, 0.5], [-0.6, -0.5, -0.3], [0.2, -0.2, -0.2], [-0.5, 0.1, 0.6], [0.1, 0.0, 0.5], [0.2, -0.3, 0.5], [0.0, -0.3, -0.3], [0.0, -0.1, -0.1], [0.2, 0.0, -0.1], [0.0, 0.6, -0.1], [-0.1, -0.7, 0.1], [0.1, 0.5, -0.4], [-0.4, -0.3, -1.0], [0.0, -0.1, -0.1], [0.5, -0.5, -0.1], [-0.5, -0.3, 0.1], [-0.4, 0.4, -1.5], [0.2, -0.4, -0.1], [0.0, 0.1, 0.0], [-0.5, -0.1, 0.4], [0.6, -0.2, -0.3], [-0.6, -0.1, 0.7], [-1.0, 1.3, 1.1], [0.3, 0.3, -0.6], [0.1, -0.1, 0.0], [0.3, -0.3, -0.5], [1.5, -2.0, 0.2], [0.3, 0.2, 0.5], [0.4, 2.1, -1.3], [0.2, 0.1, 0.3], [-0.6, 0.7, -0.2], [0.0, 0.7, -0.2], [-0.5, 0.4, 0.2], [-0.9, -0.4, 0.9], [-0.2, 0.0, -0.2], [0.2, -0.1, -0.1], [0.3, 0.3, 0.2], [0.0, 0.4, -0.1], [0.1, 0.1, -0.3], [-0.5, -0.5, 0.2], [0.7, 0.2, 0.4], [-1.3, -1.7, -0.7], [0.5, -0.3, 0.1], [-0.6, 0.6, 0.0], [0.0, -0.4, 0.4], [0.3, -0.2, -0.3], [-0.6, -0.1, -0.6], [0.4, 0.9, -0.7], [-0.1, 1.0, -0.6], [0.2, 0.5, -0.1], [-0.8, -0.2, -0.1], [0.5, 0.4, 0.0], [0.3, 0.0, 0.1], [0.5, -0.2, -0.8], [0.5, -0.5, -0.3], [0.9, 0.7, -0.2], [-0.1, 0.7, 0.2], [0.7, -0.3, -0.7], [1.1, -2.8, -1.2], [-2.3, -1.7, 1.7], [1.8, 2.6, -1.8], [-0.1, -0.2, -0.1], [0.0, -0.3, -0.4], [0.9, 0.0, -0.3], [0.1, 0.2, -0.1], [0.3, 0.8, -0.2], [0.1, 0.2, -0.3], [-1.2, 0.2, 0.6], [-0.5, 0.9, -0.8], [0.6, 0.3, 0.3], [0.0, 0.0, -0.1], [0.0, -0.1, 0.3], [-0.7, 1.2, 1.8], [0.1, -0.3, -0.3], [1.0, 0.1, -0.2], [-0.5, -0.4, 0.2], [0.2, 0.6, -0.5], [0.4, -0.4, 2.3], [0.2, -0.1, 0.0], [1.2, -0.3, -0.5], [1.4, -1.0, 0.1], [-0.3, 0.8, -0.3], [-0.3, 0.8, 0.5], [-1.4, -0.4, 0.2], [0.4, -0.9, -1.4], [-0.3, -0.7, 0.2], [-1.9, -1.1, 2.0], [1.3, 0.0, 1.5], [-0.3, 0.7, 2.5], [0.2, -0.5, 0.9], [0.3, 0.2, 0.0], [-0.1, 0.1, 0.8], [-0.6, 0.7, 0.0], [0.6, -1.1, -0.7], [-0.2, 0.6, 0.0], [0.0, -0.7, -0.2], [-0.1, 0.4, 0.2], [-2.1, 1.2, -0.9], [-0.8, -0.6, 0.3], [0.2, 0.1, -0.2], [0.3, 0.8, -0.2], [-0.5, 0.6, 0.9], [-0.5, -1.1, 0.8], [-1.4, -1.2, -1.5], [0.4, 0.0, 0.0], [-1.2, 0.2, 0.4], [0.0, -0.8, 0.0], [1.2, 2.4, 0.9], [0.7, 0.2, 0.1], [0.2, 0.3, 0.7], [0.9, 0.4, -1.2], [0.7, -0.7, -0.4], [0.4, 0.1, -0.4], [-0.1, 0.4, 0.5], [0.2, -0.1, 0.0], [0.1, 0.1, -0.1]]}

Entry 2:
{"formula": "C30H71BF9N10O7P4S", "method": "ωB97M-V with the def2-TZVPD basis set", "total_charge": -1, "gap_ev": 6.26, "lumo_ev": 1.435, "symbols": ["H", "H", "N", "C", "C", "C", "H", "F", "N", "H", "H", "H", "H", "C", "P", "O", "C", "H", "H", "H", "H", "C", "H", "N", "O", "H", "C", "C", "H", "H", "O", "F", "C", "H", "H", "C", "H", "B", "H", "H", "P", "H", "C", "H", "H", "F", "H", "H", "N", "C", "O", "H", "N", "C", "H", "H", "H", "P", "N", "C", "C", "O", "H", "C", "H", "H", "H", "N", "C", "H", "N", "H", "C", "H", "H", "H", "F", "H", "C", "H", "H", "H", "H", "F", "H", "C", "H", "C", "H", "H", "N", "N", "H", "H", "H", "C", "H", "C", "H", "H", "F", "H", "H", "H", "C", "H", "H", "H", "H", "H", "O", "H", "O", "H", "S", "C", "F", "F", "H", "F", "H", "C", "C", "C", "H", "H", "H", "C", "H", "H", "P", "H", "C"], "coordinates": [[-5.074133, 1.818277, 3.951566], [0.170437, -7.422090, -4.235466], [5.030034, 4.451977, 1.740013], [1.036044, -3.567946, 2.818914], [-0.551157, 0.346391, 3.790081], [-1.636114, 0.075589, 4.889449], [5.786378, 6.417421, 1.865478], [-0.212065, 4.650094, 4.705427], [-5.874541, 0.818348, -4.867293], [3.481577, -6.285576, -0.899079], [0.973350, -1.023967, 6.029479], [0.814180, -4.217846, 3.662213], [-4.460740, 0.729758, -6.779864], [0.042187, 3.625609, 5.528154], [1.216908, -5.276241, -2.818218], [0.325678, -4.269922, -2.124819], [-0.070616, 1.820693, 3.587054], [-3.800729, 2.471718, -3.177621], [2.912153, -2.127609, -3.516915], [4.293050, -5.099454, -2.295272], [3.718142, 6.787859, -0.471866], [3.720178, -4.181476, -2.163561], [-2.964443, 0.104638, -0.864420], [-3.952391, 0.409815, -2.714434], [-2.841590, 0.239578, 4.319050], [2.406841, -1.746373, 5.226621], [1.865196, 4.145658, 0.369231], [0.718410, 2.440160, 4.791805], [4.028482, -6.648611, -3.856204], [3.476228, -4.053602, -1.100201], [-1.543457, -1.361761, 5.251873], [-1.085979, 2.607693, 3.198669], [3.276530, -6.240579, -4.537945], [5.740321, 6.658293, -0.448099], [-3.288920, 1.064069, 1.023874], [6.096464, 5.382761, 2.044769], [6.125834, 3.611399, -2.450181], [-2.739023, -0.157092, 2.857734], [-6.460191, 2.774576, -5.318520], [4.703842, 4.151694, 3.814743], [4.546456, 3.858743, 0.219685], [-3.078790, 1.503769, -5.962429], [-1.204679, 3.304092, 6.394482], [-2.795379, 1.934604, -1.883458], [-5.263737, -0.410024, 2.150345], [1.889205, 2.944775, 4.324217], [-4.795063, 2.643480, -4.882800], [-2.326527, 1.549942, -3.530134], [2.542800, -4.136903, -3.013729], [-5.781777, 2.249611, -4.640404], [-1.296250, 0.157325, 2.621399], [5.193082, 5.922093, -1.980629], [5.969498, 4.553080, -0.545114], [-3.524583, 0.549323, -6.259454], [3.329561, -6.823242, -5.462479], [4.410681, -3.385005, -2.450760], [6.693656, 2.639185, -1.089861], [0.799961, -0.942542, 3.544489], [1.948441, -6.317513, -3.964755], [4.150706, 4.170227, 2.875489], [1.328764, -1.620486, 5.195472], [-2.873776, -2.750524, 6.112858], [-2.850048, -2.102395, -4.347732], [-7.297398, 0.486441, -4.930211], [6.378502, 5.309668, 3.098724], [-6.462277, 2.169728, 2.954158], [-0.121736, -2.195524, 1.651694], [1.442773, -6.335881, -1.462321], [2.666907, -6.985382, -1.055855], [3.013883, -7.769238, -1.751190], [-3.689969, -0.331455, -5.123294], [-0.584603, -6.367339, -0.903307], [0.249211, -7.060782, -1.030293], [1.752827, 3.924771, 1.435940], [0.404678, -7.540518, -0.064332], [-3.507014, 1.947562, 2.530283], [1.062598, 1.460789, 5.651803], [2.059891, -3.213783, 2.955861], [-3.389808, -0.469402, -1.683838], [-7.452244, -0.577971, -5.085351], [-0.891730, -2.624147, 3.222192], [3.686126, 3.191099, 2.771007], [0.907969, -2.617162, 5.333895], [-0.918426, 2.412407, 7.347495], [3.205960, 6.630828, 1.219727], [-5.825659, 1.364509, 3.311886], [-5.600618, 1.051473, 1.196540], [1.251283, -7.565265, -4.265778], [-7.762865, 1.014435, -5.768025], [-0.059389, -7.834382, -1.747145], [-2.565310, -1.620113, 6.153632], [3.128228, 4.826748, 0.062611], [-3.088159, -1.285922, 2.562759], [-6.042669, 2.530730, -3.611031], [3.546733, -5.226482, -4.814945], [2.119602, -2.733665, -3.070501], [2.044347, 6.601985, -0.095571], [-2.537349, -1.187005, -4.851118], [-2.857204, 0.099438, -7.000654], [1.489131, -7.922585, -5.268283], [-1.516100, 4.458684, 7.038408], [-4.171469, -1.093900, -1.247664], [2.528286, -7.472636, -0.090215], [-2.032009, -1.495672, -5.767303], [0.036359, -2.400526, 2.701446], [6.913925, 6.101530, -1.585469], [3.356532, 4.918692, 2.974142], [-6.300019, -0.957027, 4.013803], [1.804774, 3.202346, -0.175401], [1.228284, -2.610091, -3.680491], [4.257096, 2.836613, -0.848319], [1.008642, 4.742555, 0.056079], [-6.048157, -0.849843, -3.087924], [-1.797753, -0.682829, -4.219478], [-6.805778, 0.235593, 4.358515], [-3.625197, 0.968062, 2.059016], [-2.265493, 2.959247, 5.679913], [0.969438, 4.076881, 6.422027], [-2.610148, -1.134835, -2.074462], [0.801441, 1.789283, 2.549386], [1.008646, -4.162419, 1.907954], [6.638461, 3.651186, -1.481582], [5.931668, 5.862741, -1.168702], [-3.192886, 1.632276, -2.852137], [7.662376, 3.994774, -1.657236], [1.512282, -8.361933, -3.558933], [1.907320, -2.328452, -2.075735], [-5.149809, 0.671643, 2.113962], [-7.826624, 0.775023, -4.014573], [7.002067, 5.171138, 1.484318], [-4.918488, -0.325163, -3.936119], [-1.517363, 0.591591, 5.840996], [3.038954, 6.261311, 0.193712]], "atomic_forces_ev_per_a": [[0.1, -0.1, 0.1], [0.0, 0.0, 0.1], [-0.5, -2.0, 0.7], [-0.1, 0.1, 0.0], [-1.6, -1.1, -0.5], [-0.2, -0.3, 0.2], [0.0, 0.0, -0.1], [-0.2, -0.4, -0.2], [-0.2, 0.1, -0.1], [-0.1, 0.1, -0.2], [0.1, 0.2, 0.0], [-0.1, 0.0, 0.0], [-0.1, 0.1, 0.2], [0.6, -0.2, 0.9], [5.9, 1.9, 4.1], [-2.8, -1.6, -2.6], [0.6, -1.2, 0.2], [0.0, -0.1, -0.1], [0.1, -0.2, 0.0], [-0.1, -0.1, 0.1], [0.1, -0.1, 0.1], [0.2, -0.4, -0.1], [0.0, 0.1, -0.1], [-0.1, -0.3, 0.6], [0.1, 0.2, 0.4], [0.1, 0.3, 0.0], [0.1, -0.5, -0.2], [0.1, 0.2, -1.0], [0.0, 0.1, 0.1], [0.1, 0.0, 0.0], [0.2, 0.0, 0.0], [0.0, 0.3, 0.5], [0.2, 0.4, -0.6], [-0.2, -0.1, 0.0], [0.0, 0.0, -0.1], [0.7, -0.1, 0.0], [0.0, -0.1, 0.0], [-0.3, 2.0, -0.3], [-0.1, -0.1, 0.0], [0.1, 0.0, -0.1], [0.8, 4.7, -3.7], [-0.1, 0.0, 0.0], [-0.4, 1.3, 0.4], [0.0, -0.2, 0.1], [-0.3, -0.1, -0.1], [-0.1, 0.2, 0.2], [0.1, -0.1, 0.1], [0.0, 0.0, 0.0], [0.2, 0.3, -0.2], [0.4, 0.2, -0.2], [0.5, -0.6, -0.6], [0.0, 0.1, 0.0], [0.1, 0.1, -0.2], [-0.3, -0.1, -0.6], [-0.2, -0.1, 0.1], [-0.1, 0.1, 0.0], [-0.1, 0.0, 0.0], [1.7, 0.6, -0.4], [-2.3, -0.3, -0.8], [-0.3, 0.0, -0.1], [-0.6, -0.5, -0.1], [0.0, -0.2, 0.2], [0.1, 0.0, 0.1], [-0.1, -0.2, 0.1], [-0.2, -0.1, 0.0], [-0.3, -0.1, 0.1], [-0.3, 0.4, 0.0], [-0.8, -0.3, 0.3], [0.4, -0.4, -0.6], [0.0, 0.0, 0.0], [-0.3, -2.3, 0.1], [0.0, 0.0, -0.1], [-0.4, 0.4, 0.0], [-0.1, 0.1, 0.0], [0.2, 0.0, 0.0], [0.4, 0.1, -0.1], [-0.3, 0.2, 0.3], [0.1, 0.0, -0.1], [-0.6, -0.5, 0.1], [0.0, 0.0, 0.1], [-0.2, -0.2, -0.4], [-0.1, 0.0, 0.0], [-0.2, 0.0, 0.1], [-0.2, -0.1, -0.6], [0.0, 0.0, 0.0], [0.5, -0.6, -0.1], [-0.3, -0.2, -0.1], [-0.1, -0.2, 0.3], [0.2, 0.1, 0.0], [0.0, -0.1, 0.1], [0.2, 0.1, -0.3], [-0.5, -0.4, -0.3], [0.2, -0.3, 0.2], [0.0, 0.1, 0.0], [0.0, 0.0, 0.3], [-0.3, 0.0, 0.0], [-0.1, -0.2, 0.0], [0.2, 0.1, 0.4], [0.1, -0.2, 0.2], [0.0, 0.1, 0.0], [0.0, -0.3, -0.2], [0.0, 0.0, -0.1], [-0.3, 0.0, 0.0], [-0.2, 0.1, -0.1], [0.1, -0.1, 1.1], [0.0, -0.2, -0.1], [0.0, 0.0, 0.0], [0.3, 0.2, -0.1], [0.1, 0.0, 0.1], [0.0, 0.0, 0.0], [-0.1, -1.9, 3.0], [0.1, 0.2, 0.0], [1.6, -3.0, -1.2], [0.0, 0.0, 0.0], [-0.6, 0.2, 0.2], [-0.7, -0.4, 0.3], [0.4, -0.3, 0.2], [-0.1, -0.1, 0.0], [0.1, 0.1, 0.1], [-0.1, 0.3, -0.1], [0.0, -0.1, 0.0], [-0.1, -0.3, 0.0], [0.0, 0.3, 0.4], [0.5, 0.1, -0.6], [0.0, 0.2, 0.1], [0.0, 0.0, 0.0], [-0.1, 0.0, 0.0], [0.8, 0.5, -0.3], [0.0, -0.1, 0.0], [-0.1, 0.1, -0.2], [-1.0, 6.1, 1.0], [-0.1, 0.3, 0.0], [0.4, 0.3, 0.7]]}

Result set for strongest force on any atom: 3.6, 7.5 eV/Å, one per record in the order listed.